[1]
Entry from OMol25: a 2-piece molecular cluster, C3H2ClNO2 overall in a non-equilibrium geometry (ωB97M-V/def2-TZVPD).

Structure (XYZ):
```
9
Properties=species:S:1:pos:R:3:forces:R:3
C -0.8754 1.2425 0.1220 0.80 0.85 0.29
C -1.5603 0.0565 -0.2393 -0.47 -0.97 -0.20
C 0.9039 -0.7114 0.3883 0.83 0.21 -0.11
N -0.2107 -0.0137 0.1761 -0.39 0.08 0.00
O -0.6260 2.3849 0.3111 -0.16 0.21 0.03
O -2.4367 -0.6592 -0.5891 -0.26 -0.04 -0.17
Cl 0.9176 -2.3812 0.1173 -0.07 -0.12 -0.02
H 1.6755 -0.2955 1.0202 -0.05 0.00 -0.12
H 2.2122 0.3770 -1.3065 -0.21 -0.23 0.30
```
Positions in Å, forces in eV/Å.

Properties
**HOMO level (alpha / beta)**: -8.681 / -10.859 eV
**Calculated total energy**: -780.7369 Ha
**Gap between HOMO and LUMO (alpha / beta)**: 7.545 / 9.117 eV

These are the Löwdin partial charges, in e, on atoms 1 to 6:
1. C -0.3013
2. C -0.3110
3. C -0.6227
4. N 0.0482
5. O 0.1524
6. O 0.1535

[2]
Entry from OMol25: one molecule with the formula C3H2ClNO3 in a non-equilibrium geometry (ωB97M-V/def2-TZVPD).

Structure (XYZ):
```
10
Properties=species:S:1:pos:R:3:forces:R:3
O 1.2493 2.2419 -0.0886 0.54 0.06 -0.83
C 0.6990 1.1908 -0.1340 0.29 -0.43 1.31
O -0.6209 1.0868 0.0605 -1.33 2.21 -0.20
N -0.9889 -0.1450 0.4441 -2.58 -2.82 -1.46
O -1.8398 -0.6336 -0.7407 -3.09 4.33 2.53
C 0.1192 -0.9988 0.3405 2.12 -2.40 2.46
C 1.1540 -0.2070 0.0027 -1.21 -0.47 -0.15
Cl 2.7319 -0.5129 -0.2420 2.38 -0.80 -0.14
H -2.6651 0.1564 -0.5830 3.31 -3.73 -1.00
H 0.1614 -2.1787 0.9404 -0.43 4.05 -2.53
```
Positions in Å, forces in eV/Å.

Properties
**HOMO level**: -9.933 eV
**Structure (SMILES)**: O=c1on(O)cc1Cl
**Calculated total energy**: -856.0031 Ha
**Gap between HOMO and LUMO**: 9.467 eV

These are the Löwdin partial charges, in e, on atoms 1 to 6:
1. O 0.1578
2. C -0.5081
3. O 0.0474
4. N -0.1319
5. O -0.0825
6. C -0.0705

[3]
Entry from OMol25: C3H2CoLiO3 as an isolated structure in a non-equilibrium geometry (ωB97M-V/def2-TZVPD).

Structure (XYZ):
```
10
Properties=species:S:1:pos:R:3:forces:R:3
H -2.1156 0.4684 -2.4338 -0.01 0.02 -0.16
O 0.0468 1.1847 0.2773 1.61 0.21 0.02
C 1.2593 0.5996 0.2699 -3.17 2.19 0.09
C -1.0180 0.4217 0.3084 -1.33 -1.29 -0.15
O 2.2667 1.3177 0.2653 0.84 -0.34 -0.04
O 1.3496 -0.6661 0.2765 0.39 -1.46 -0.02
C -2.0312 -0.2306 0.2432 0.83 0.25 0.31
Co 3.2697 -0.3554 0.2647 1.30 0.21 0.00
H -2.9526 -0.7904 0.2623 0.16 0.26 -0.04
Li -0.0747 -1.9497 0.2662 -0.62 -0.04 0.00
```
Positions in Å, forces in eV/Å.

Properties
**HOMO level (alpha / beta)**: -16.649 / -18.700 eV
**Calculated total energy**: -1730.6768 Ha
**Gap between HOMO and LUMO (alpha / beta)**: 5.552 / 6.674 eV
**2S+1**: 5
**Expectation value of S²**: 6.005
**Total charge**: +2

These are the Löwdin partial charges, in e, on atoms 1 to 6:
1. H 0.1133
2. O 0.1959
3. C -0.6288
4. C -0.2015
5. O 0.1312
6. O -0.0877

[4]
Entry from OMol25: C3H2CrLiO3 as an isolated structure in a non-equilibrium geometry (ωB97M-V/def2-TZVPD).

Structure (XYZ):
```
10
Properties=species:S:1:pos:R:3:forces:R:3
O 1.5229 -1.6505 -0.6278 3.99 2.85 3.06
O -0.3757 -0.2175 0.5677 -0.01 -0.35 0.57
C -1.3531 0.3869 1.2474 0.15 0.29 -0.88
C 0.0960 0.3453 -0.6833 2.05 -0.59 -0.74
O -1.8966 1.3976 0.7672 -0.07 0.07 0.16
C 1.1768 -0.4159 -1.1297 -4.59 1.90 -2.12
Cr -1.7750 -0.6235 3.0320 0.04 0.04 -0.10
H 2.2213 -0.9021 -0.1075 -1.75 -4.23 -0.89
H 1.5128 -0.2737 -2.1718 0.10 0.40 0.56
Li -1.1294 1.9533 -0.8942 0.10 -0.39 0.35
```
Positions in Å, forces in eV/Å.

Properties
**HOMO level (alpha / beta)**: -7.189 / -7.198 eV
**Calculated total energy**: -1393.0489 Ha
**Gap between HOMO and LUMO (alpha / beta)**: 6.527 / 6.414 eV
**2S+1**: 6
**Expectation value of S²**: 8.774

These are the Löwdin partial charges, in e, on atoms 1 to 6:
1. O -0.1079
2. O -0.2032
3. C -0.5817
4. C -0.1932
5. O -0.2001
6. C -0.3852

[5]
Entry from OMol25: C3H2CuLiO2 as an isolated structure in a non-equilibrium geometry (ωB97M-V/def2-TZVPD).

Structure (XYZ):
```
9
Properties=species:S:1:pos:R:3:forces:R:3
C -1.6531 1.2601 0.3830 -0.36 -1.68 -1.46
C -1.8147 0.0612 0.1266 -0.60 2.79 -0.86
H -2.1226 2.2202 0.1939 0.56 0.01 0.90
H -2.2025 -0.6982 -0.5415 0.55 -0.43 0.98
O 0.0535 -1.3524 -0.1841 2.52 -0.46 0.28
C 1.2251 -1.3539 0.1858 -2.68 -0.82 -0.43
O 2.0508 -0.4160 0.2381 1.17 1.15 -0.35
Cu 0.5962 1.0249 -0.8738 -0.76 -0.57 0.89
Li 3.8673 -0.7458 0.4720 -0.40 -0.01 0.05
```
Positions in Å, forces in eV/Å.

Properties
**HOMO level (alpha / beta)**: -11.858 / -13.998 eV
**Calculated total energy**: -1913.6312 Ha
**Gap between HOMO and LUMO (alpha / beta)**: 7.244 / 8.944 eV
**2S+1**: 2
**Expectation value of S²**: 0.754
**Total charge**: +1

These are the Löwdin partial charges, in e, on atoms 1 to 6:
1. C 0.0104
2. C 0.0338
3. H 0.0628
4. H 0.0839
5. O -0.0416
6. C -0.4114

[6]
Entry from OMol25: C3H2CuO as an isolated structure in a non-equilibrium geometry (ωB97M-V/def2-TZVPD).

Structure (XYZ):
```
7
Properties=species:S:1:pos:R:3:forces:R:3
H -0.1194 -1.3857 1.4771 0.03 0.13 1.16
C 0.3250 0.6906 2.0782 -1.80 -2.36 -1.49
C -0.1859 -0.5075 2.1463 1.05 1.85 -1.12
H -0.2176 1.6472 2.1459 1.04 -0.28 0.49
O -0.1193 -0.2701 -1.8794 -0.35 -0.14 -0.48
C -0.8638 -0.3229 -2.7287 0.28 0.05 0.34
Cu 1.2835 0.0950 0.0978 -0.26 0.75 1.11
```
Positions in Å, forces in eV/Å.

Properties
**HOMO level (alpha / beta)**: -6.010 / -9.630 eV
**Calculated total energy**: -1831.0201 Ha
**Gap between HOMO and LUMO (alpha / beta)**: 5.732 / 9.097 eV
**2S+1**: 2
**Expectation value of S²**: 0.785

These are the Löwdin partial charges, in e, on atoms 1 to 6:
1. H 0.0015
2. C -0.1924
3. C -0.1047
4. H 0.0162
5. O -0.0590
6. C 0.0494